Computed, not measured: one molecule with the formula C4H6N2 at a distorted geometry, with the ωB97M-V functional and the def2-TZVPD basis.

Cartesian coordinates (Å):
C -1.45 -0.93 0.02
N -0.97 0.28 0.62
C 0.22 0.63 0.33
C 1.45 -0.21 0.15
C 0.22 2.01 -0.14
N 0.00 2.93 -0.80
H -1.87 -0.51 -0.90
H -0.70 -1.68 -0.28
H -2.25 -1.36 0.61
H 1.77 -0.28 -0.90
H 1.34 -1.20 0.58
H 2.24 0.31 0.70

Total energy ... -265.45577 Eh
Energy above the lowest of the compared OMol25 structures with the same formula, charge and spin ... 209.5 kJ/mol
Maximum force ... 1.20 eV/Å
SMILES ... C/N=C(\C)C#N
HOMO-LUMO gap ... 9.82 eV

Computed, not measured: one molecule with the formula C4H6N2 at a distorted geometry, with the ωB97M-V functional and the def2-TZVPD basis.

Cartesian coordinates (Å):
C 1.48 -0.24 0.00
C 0.00 0.19 -0.09
C -0.25 1.61 -0.17
N -0.37 2.73 0.13
C -0.99 -0.89 -0.28
N -1.25 -0.08 0.87
H 1.80 -0.62 -0.99
H 1.64 -1.06 0.70
H 2.17 0.57 0.25
H -1.65 -0.98 -1.12
H -0.59 -1.82 0.11
H -1.99 0.59 0.59

Total energy ... -265.42942 Eh
Energy above the lowest of the compared OMol25 structures with the same formula, charge and spin ... 278.7 kJ/mol
Maximum force ... 1.35 eV/Å
SMILES ... C[C@@]1(C#N)CN1
HOMO-LUMO gap ... 10.50 eV

Computed, not measured: one molecule with the formula C4H6N2 at a distorted geometry, with the ωB97M-V functional and the def2-TZVPD basis.

Cartesian coordinates (Å):
H 0.63 1.95 -0.26
N -0.41 1.70 -0.07
C -0.39 0.44 -0.08
C -1.66 -0.33 0.11
C 0.87 -0.52 -0.26
C 2.00 -0.02 0.42
N 2.94 0.38 0.93
H -2.10 -0.12 1.03
H -1.44 -1.40 -0.09
H -2.28 0.08 -0.67
H 1.24 -0.65 -1.31
H 0.60 -1.50 0.23

Total energy ... -265.48442 Eh
Energy above the lowest of the compared OMol25 structures with the same formula, charge and spin ... 134.3 kJ/mol
Maximum force ... 3.24 eV/Å
SMILES ... [H]/N=C(/C)CC#N
HOMO-LUMO gap ... 11.30 eV

Computed, not measured: one molecule with the formula C4H6N2, with the ωB97M-V functional and the def2-TZVPD basis.

Cartesian coordinates (Å):
N -0.30 -1.35 -1.50
C 0.02 -0.41 -0.49
C 1.11 0.32 -0.07
C 0.69 1.10 1.04
C -0.64 0.83 1.26
N -1.02 -0.08 0.33
H -0.24 -0.99 -2.44
H 0.21 -2.22 -1.43
H 2.11 0.31 -0.50
H 1.30 1.79 1.62
H -1.32 1.21 2.01
H -1.92 -0.51 0.18

Total energy ... -265.52386 Eh
Energy above the lowest of the compared OMol25 structures with the same formula, charge and spin ... 30.8 kJ/mol
Maximum force ... 0.29 eV/Å
SMILES ... Nc1ccc[nH]1
HOMO-LUMO gap ... 9.19 eV

Computed, not measured: one molecule with the formula C4H6N2, with the ωB97M-V functional and the def2-TZVPD basis.

Cartesian coordinates (Å):
H -0.45 -1.73 2.09
N -0.95 -0.88 1.84
C -0.26 -0.28 0.96
C 0.97 -0.68 0.22
C 0.98 -0.01 -0.93
C -0.23 0.89 -0.98
N -0.70 0.90 0.38
H 1.65 -1.47 0.53
H 1.68 -0.11 -1.75
H -0.99 0.37 -1.57
H -0.02 1.91 -1.32
H -1.69 1.08 0.53

Total energy ... -265.50466 Eh
Energy above the lowest of the compared OMol25 structures with the same formula, charge and spin ... 81.2 kJ/mol
Maximum force ... 0.75 eV/Å
SMILES ... [H]/N=C1\C=CCN1
HOMO-LUMO gap ... 9.87 eV

Computed, not measured: C4H6N2 as an isolated structure, with the ωB97M-V functional and the def2-TZVPD basis.

Cartesian coordinates (Å):
C 1.49 -1.04 -0.15
C 0.23 -0.23 -0.14
C -0.53 0.16 0.96
N -1.66 0.93 0.46
C -1.40 0.95 -0.86
N -0.33 0.26 -1.26
H 1.69 -1.47 0.83
H 2.34 -0.42 -0.44
H 1.41 -1.85 -0.88
H -0.56 -0.22 1.97
H -0.66 1.42 1.05
H -2.03 1.51 -1.54

Total energy ... -265.45642 Eh
Energy above the lowest of the compared OMol25 structures with the same formula, charge and spin ... 207.8 kJ/mol
Maximum force ... 0.42 eV/Å
HOMO-LUMO gap ... 10.33 eV

Computed, not measured: a 2-piece molecular cluster, C4H6N2 overall at a distorted geometry, with the ωB97M-V functional and the def2-TZVPD basis.

Cartesian coordinates (Å):
N 0.07 -0.99 1.54
C 0.37 -1.22 0.28
C 0.96 1.04 -0.72
C -0.32 1.42 -0.65
C -0.77 -1.53 -0.54
N -1.58 -1.89 -1.29
H -0.86 -0.93 1.93
H 0.83 -0.80 2.18
H 1.38 0.57 -1.60
H 1.65 1.19 0.11
H -0.73 1.86 0.25
H -1.00 1.25 -1.48

Total energy ... -265.40424 Eh
Energy above the lowest of the compared OMol25 structures with the same formula, charge and spin ... 344.8 kJ/mol
Maximum force ... 1.08 eV/Å
HOMO-LUMO gap ... 9.00 eV

Computed, not measured: an isolated ion of composition C4H6N2 and charge +2 at a distorted geometry, with the ωB97M-V functional and the def2-TZVPD basis.

Cartesian coordinates (Å):
C -0.60 0.27 -1.70
N -0.08 0.12 -0.53
C 1.36 -0.22 -0.30
N 1.60 -0.42 0.93
C 0.47 -0.22 1.70
C -0.66 0.04 0.77
H -1.70 0.41 -1.58
H 0.02 0.16 -2.66
H 2.10 -0.07 -1.11
H 0.28 -0.17 2.78
H -1.32 -0.91 0.88
H -1.47 0.99 0.83

Net charge ... +2
Total energy ... -264.66583 Eh
Energy above the lowest of the compared OMol25 structures with the same formula, charge and spin ... 258.0 kJ/mol
Maximum force ... 4.27 eV/Å
SMILES ... C=[N+]1C=[N+]=CC1
HOMO-LUMO gap ... 8.85 eV

Computed, not measured: C4H6N2 as an isolated structure at a distorted geometry, with the ωB97M-V functional and the def2-TZVPD basis.

Cartesian coordinates (Å):
C 0.28 -1.44 -0.57
C 1.00 -0.45 -0.05
C -1.21 0.15 0.09
C 0.50 1.71 0.55
N -1.09 -0.96 -0.56
N 0.16 0.55 0.32
H 0.77 -2.72 -0.91
H 2.12 -0.41 -0.08
H -2.01 0.95 0.36
H -0.24 2.31 0.96
H 1.54 1.95 0.64
H -1.82 -1.62 -0.75

Net charge ... +2
Total energy ... -264.68360 Eh
Energy above the lowest of the compared OMol25 structures with the same formula, charge and spin ... 211.3 kJ/mol
Maximum force ... 5.07 eV/Å
HOMO-LUMO gap ... 8.70 eV

Computed, not measured: one molecule with the formula C4H6N2O at a distorted geometry, with the ωB97M-V functional and the def2-TZVPD basis.

Cartesian coordinates (Å):
H 1.75 1.94 -0.07
N 0.73 2.23 0.11
C 0.01 1.21 -0.22
O -1.44 1.42 -0.11
C -1.96 0.11 0.14
C -1.10 -0.87 -0.02
N 0.09 -0.21 -0.21
C 1.33 -0.80 0.03
H -3.00 -0.07 0.10
H -1.20 -1.87 -0.15
H 1.83 -0.32 0.85
H 1.03 -1.81 0.37
H 1.92 -0.96 -0.83

Total energy ... -340.69502 Eh
Energy above the lowest of the compared OMol25 structures with the same formula, charge and spin ... 262.3 kJ/mol
Maximum force ... 4.64 eV/Å
SMILES ... [H]/N=c1/occn1C
HOMO-LUMO gap ... 8.97 eV

Computed, not measured: one molecule with the formula C4H6N2O at a distorted geometry, with the ωB97M-V functional and the def2-TZVPD basis.

Cartesian coordinates (Å):
O 0.58 -1.47 2.18
C 0.19 -0.83 1.23
N -0.70 0.23 1.25
C -0.76 0.96 0.01
C -0.27 -0.12 -0.92
C 1.18 -0.35 -1.13
N 0.41 -1.17 -0.17
H -1.09 0.64 2.09
H -0.15 1.88 0.04
H -1.77 1.24 -0.28
H -1.09 -0.53 -1.50
H 1.52 -0.78 -2.08
H 1.94 0.31 -0.70

Total energy ... -340.73186 Eh
Energy above the lowest of the compared OMol25 structures with the same formula, charge and spin ... 165.5 kJ/mol
Maximum force ... 1.02 eV/Å
SMILES ... O=C1NC[C@H]2CN12
HOMO-LUMO gap ... 10.49 eV

Computed, not measured: one molecule with the formula C4H6N2O at a distorted geometry, with the ωB97M-V functional and the def2-TZVPD basis.

Cartesian coordinates (Å):
C 0.33 1.76 0.22
C 0.31 0.27 0.22
C 1.50 -0.50 -0.23
N 2.65 -0.71 -0.18
C -0.74 -0.54 0.22
N -0.19 -1.92 -0.27
O -2.05 -0.33 0.03
H -0.20 2.17 -0.65
H 1.37 2.10 0.20
H -0.16 2.15 1.12
H 0.32 -2.47 0.42
H -0.92 -2.50 -0.68
H -2.21 0.51 -0.43

Total energy ... -340.68842 Eh
Energy above the lowest of the compared OMol25 structures with the same formula, charge and spin ... 279.6 kJ/mol
Maximum force ... 4.80 eV/Å
SMILES ... C/C(C#N)=C(/N)O
HOMO-LUMO gap ... 9.11 eV

Among the records above, which one has the lowest total energy? number 11